# 1
Below is 2 unconnected molecules or ions with the total composition C3H7O2P, with properties calculated with wB97M-V/def2-TZVPD.

```
13
Properties=species:S:1:pos:R:3:forces:R:3:nbo_charge:R:1
C -1.650405 1.254675 -1.217867 0.58 -0.13 -1.23 -0.642
C -0.231770 0.683252 -1.320792 -0.56 2.68 -2.11 -0.254
C 0.285314 -0.372374 -0.779311 0.74 -2.10 1.94 0.122
O 1.636841 -0.611346 -0.626598 2.65 0.84 0.36 -0.866
P 2.802388 -0.292768 0.663175 -2.99 -1.34 -0.61 1.580
O 3.982615 0.486192 0.397605 0.63 0.61 -0.99 -0.989
H -1.637786 2.358864 -1.394029 0.07 -0.91 0.57 0.226
H -2.244342 0.964388 -0.371217 0.27 0.12 0.85 0.220
H -2.241230 0.861661 -2.027951 -0.26 -0.10 -0.74 0.218
H 0.407489 1.211007 -2.092129 -0.36 -0.14 1.54 0.214
H -0.219085 -1.237249 -0.363388 -0.74 0.46 0.42 0.173
H 0.261247 -1.334361 2.985891 -0.02 0.09 0.01 0.000
H 0.125801 -0.606716 3.063532 0.01 -0.09 -0.01 0.000
```
Positions in Å, forces in eV/Å.

Summary:
Relative energy (zero: lowest compared OMol25 entry of this formula, charge and spin) (kJ/mol): 232.9
LUMO (eV): -0.504
Structure (SMILES): C/C=C/OP=O.[H][H]
Total charge: 0

# 2
Below is C3H7O2P in the gas phase, with properties calculated with wB97M-V/def2-TZVPD.

```
13
Properties=species:S:1:pos:R:3:forces:R:3:nbo_charge:R:1
C 1.533477 0.318190 -0.472051 0.18 0.18 1.53 -1.123
P 0.341012 -0.019608 0.664472 -0.39 -0.20 -0.83 1.528
C -0.308755 -1.687523 0.366816 0.29 0.20 0.16 -0.982
O -0.803321 1.169753 0.469559 0.25 -0.16 0.72 -0.777
C -1.145789 1.618303 -0.736706 -0.97 0.42 -0.81 0.655
O -1.070747 1.004058 -1.752392 -0.14 0.01 -0.25 -0.537
H 1.913981 1.334664 -0.392164 0.06 0.05 -0.10 0.224
H 2.326199 -0.415983 -0.480093 0.08 -0.32 -0.34 0.230
H 0.112508 0.109800 2.067335 0.54 -0.09 -0.03 -0.098
H -1.392004 -1.661168 0.248270 0.04 0.03 0.02 0.259
H 0.154637 -2.058547 -0.546198 -0.11 0.00 0.00 0.261
H -0.051873 -2.331350 1.211197 -0.09 0.03 -0.04 0.243
H -1.609326 2.619412 -0.648044 0.26 -0.15 -0.03 0.118
```
Positions in Å, forces in eV/Å.

Summary:
Relative energy (zero: lowest compared OMol25 entry of this formula, charge and spin) (kJ/mol): 184.6
LUMO (eV): 0.920
Structure (SMILES): C=[P@H](C)OC=O
Total charge: 0

# 3
Below is a molecular structure, C3H7O2PS, with properties calculated with wB97M-V/def2-TZVPD.

```
14
Properties=species:S:1:pos:R:3:forces:R:3:nbo_charge:R:1
C -1.547604 -0.538299 -0.074400 -0.29 0.66 2.49 -0.094
C -0.897875 -0.237436 1.356832 -0.96 1.27 0.81 -0.105
C 1.894724 0.053049 -0.706392 -1.02 -3.49 1.02 -0.775
O -0.699709 -1.460559 -0.707927 -1.82 -0.84 -1.07 -0.812
O 0.168535 -1.171556 1.546231 -0.12 -0.14 -1.55 -0.781
P 0.633061 -1.770657 0.028884 4.14 1.01 1.40 1.656
S 1.424866 -3.580404 0.047482 -1.01 1.92 -0.12 -0.503
H -2.620011 -0.821783 0.063303 1.05 -0.32 -0.70 0.207
H -1.427516 0.385878 -0.585536 -0.56 0.69 -0.78 0.184
H -0.536476 0.845968 1.274816 -0.01 -1.48 0.44 0.173
H -1.632412 -0.244640 2.289211 1.48 -0.41 -2.10 0.209
H 1.179416 0.427974 -1.409989 -0.07 0.57 -0.21 0.206
H 1.973164 0.485307 0.264841 -0.16 0.82 0.40 0.210
H 2.893729 -0.185448 -1.095215 -0.67 -0.27 -0.03 0.227
```
Positions in Å, forces in eV/Å.

Summary:
Relative energy (zero: lowest compared OMol25 entry of this formula, charge and spin) (kJ/mol): 138.0
LUMO (eV): 0.550
Total charge: 0

# 4
Below is 2 unconnected molecules or ions with the total composition C3H7O2S, with properties calculated with wB97M-V/def2-TZVPD.

```
13
Properties=species:S:1:pos:R:3:forces:R:3:nbo_charge:R:1
O -0.079827 -1.715949 -1.041493 0.09 -0.35 -0.49 -0.776
C 0.337869 -2.073065 0.070874 0.02 0.71 1.03 0.614
O 0.542066 -1.353636 1.087488 0.08 -0.45 -0.12 -0.801
H 0.536336 -3.133409 0.272342 0.10 -0.86 -0.34 0.012
C 1.195407 1.197998 -0.202052 0.04 0.33 -0.73 -0.751
S -0.254128 1.944951 0.591670 0.06 -0.04 -0.20 0.120
C -1.492056 0.707947 0.164455 -0.24 -0.86 -0.30 -0.772
H 1.066108 1.080380 -1.281740 -0.42 -0.11 0.10 0.203
H 1.389749 0.223390 0.231429 0.08 0.09 0.17 0.276
H 2.030282 1.890595 -0.134787 0.12 0.13 0.51 0.191
H -2.276937 0.655832 0.916592 0.03 0.30 0.22 0.199
H -1.976218 0.865930 -0.808007 0.25 0.24 0.12 0.188
H -1.018652 -0.290962 0.133230 -0.21 0.85 0.04 0.296
```
Positions in Å, forces in eV/Å.

Summary:
Relative energy (zero: lowest compared OMol25 entry of this formula, charge and spin) (kJ/mol): 65.3
LUMO (eV): 3.571
Total charge: -1

# 5
Below is 2 unconnected molecules or ions with the total composition C3H7O2S, with properties calculated with wB97M-V/def2-TZVPD.

```
13
Properties=species:S:1:pos:R:3:forces:R:3:nbo_charge:R:1
C -0.452461 2.122943 1.784592 -1.46 -0.63 0.04 -0.639
C -0.022510 0.945122 0.835133 -1.86 1.43 1.88 -0.521
S -1.191406 -0.410951 1.144975 0.76 -0.75 -1.49 -0.012
H -0.853249 2.903661 1.121710 1.24 0.62 0.52 0.221
H 0.284304 2.298030 2.559922 0.27 0.89 -0.38 0.219
H -1.398312 1.986065 2.358747 0.56 -0.83 -0.22 0.213
H -0.370438 1.334106 -0.102460 1.07 -0.32 -0.86 0.223
H 1.027333 0.733612 1.009379 -0.13 -0.29 -0.65 0.230
H -1.044210 -0.851942 -0.165859 -0.46 -0.05 1.16 0.130
O 0.343162 -1.760437 -1.492834 -0.97 -0.88 -0.17 -0.218
C 1.111219 -0.987078 -2.133704 2.78 2.19 1.00 0.541
O 1.651341 0.052779 -1.771410 -1.04 -0.49 -0.26 -0.572
H 1.560943 -1.388097 -3.053980 -0.76 -0.89 -0.57 0.185
```
Positions in Å, forces in eV/Å.

Summary:
Relative energy (zero: lowest compared OMol25 entry of this formula, charge and spin) (kJ/mol): 214.0
LUMO (spin up / spin down) (eV): 0.847 / -3.995
Total charge: 0
2S+1: 2

# 6
Below is 2 unconnected molecules or ions with the total composition C3H7O3, with properties calculated with wB97M-V/def2-TZVPD.

```
13
Properties=species:S:1:pos:R:3:forces:R:3:nbo_charge:R:1
C -0.523527 1.471271 -1.438603 -0.66 -0.12 -0.26 -0.735
C 0.494592 1.693603 -0.315655 0.35 0.32 0.24 0.767
O 0.609993 0.768054 0.537445 -0.29 -0.10 -0.24 -0.811
O 1.088904 2.786498 -0.307922 -0.03 0.00 -0.13 -0.764
H -1.456914 1.967975 -1.148400 0.08 0.04 0.06 0.203
H -0.782431 0.417807 -1.578213 0.16 0.05 -0.05 0.195
H -0.237681 1.913435 -2.397450 0.22 -0.04 0.20 0.200
C 0.216506 -2.067902 1.369264 0.08 -0.04 -0.29 -0.238
O -0.312728 -1.693282 0.118902 -0.33 -0.16 -0.02 -0.789
H -0.193024 -0.717644 0.059602 0.50 0.13 0.27 0.509
H 0.233201 -1.232945 2.071806 -0.13 0.00 0.02 0.184
H -0.389785 -2.890439 1.758910 0.04 0.00 0.17 0.140
H 1.252888 -2.416428 1.270313 0.01 -0.07 0.02 0.140
```
Positions in Å, forces in eV/Å.

Summary:
Relative energy (zero: lowest compared OMol25 entry of this formula, charge and spin) (kJ/mol): 58.9
LUMO (eV): 4.146
Total charge: -1

# 7
Below is 2 unconnected molecules or ions with the total composition C3H7O3, with properties calculated with wB97M-V/def2-TZVPD.

```
13
Properties=species:S:1:pos:R:3:forces:R:3:nbo_charge:R:1
O -0.233153 -1.181635 0.650237 0.40 -0.24 0.46 -0.750
C 0.359231 -0.241336 0.113976 -1.06 0.41 -0.89 0.802
O 1.585735 0.029137 0.103019 -0.40 0.73 -0.64 -0.813
C -0.588789 0.727778 -0.810382 0.14 -1.64 1.15 -0.556
C -2.040325 0.200048 -0.790758 -1.00 0.77 -0.13 -0.631
H -0.652090 1.706480 -0.278975 0.90 -0.34 -1.17 0.204
H -0.098553 0.593732 -1.808368 -0.49 1.12 0.78 0.210
H -2.457073 -0.162490 -1.767248 0.31 0.67 0.69 0.180
H -2.172826 -0.609851 -0.096146 0.54 -0.68 0.16 0.245
H -2.703159 0.964269 -0.296381 0.25 -0.34 -1.08 0.174
H 2.630595 -0.016627 1.244094 0.25 -2.05 0.63 0.518
H 3.215494 -1.473531 1.780899 -0.53 0.17 -0.63 0.456
O 3.154917 -0.535972 1.956037 0.69 1.40 0.66 -1.040
```
Positions in Å, forces in eV/Å.

Summary:
Relative energy (zero: lowest compared OMol25 entry of this formula, charge and spin) (kJ/mol): 83.0
LUMO (eV): 4.292
Total charge: -1

# 8
Below is 2 unconnected molecules or ions with the total composition C3H7O3, with properties calculated with wB97M-V/def2-TZVPD.

```
13
Properties=species:S:1:pos:R:3:forces:R:3:nbo_charge:R:1
C 0.936436 -1.345850 -2.090621 0.29 -0.31 -0.01 -0.732
C 0.510515 -0.121080 -1.259370 -0.11 0.13 0.22 0.754
O -0.624731 0.342790 -1.523463 0.02 -0.07 -0.07 -0.799
O 1.321826 0.297962 -0.405235 0.24 -0.03 0.04 -0.797
H 1.668248 -1.997682 -1.598956 -0.11 0.25 0.21 0.188
H 1.427038 -1.002197 -3.006472 -0.25 0.01 -0.10 0.197
H 0.051791 -1.933665 -2.322719 -0.04 -0.02 -0.30 0.196
C -0.888928 1.129326 1.686523 0.63 0.54 1.28 -0.252
O -1.226606 0.907959 3.096096 -0.33 -0.16 -0.54 -0.763
H -0.826683 0.070435 3.332242 0.07 -0.10 0.07 0.451
H -1.069654 0.286970 1.037602 -0.28 -0.18 -0.11 0.200
H 0.175464 1.358131 1.662655 -0.05 0.03 -0.47 0.190
H -1.454720 2.006899 1.391717 -0.09 -0.09 -0.22 0.166
```
Positions in Å, forces in eV/Å.

Summary:
Relative energy (zero: lowest compared OMol25 entry of this formula, charge and spin) (kJ/mol): 102.8
LUMO (eV): 3.862
Total charge: -1

# 9
Below is 2 unconnected molecules or ions with the total composition C3H7O3, with properties calculated with wB97M-V/def2-TZVPD.

```
13
Properties=species:S:1:pos:R:3:forces:R:3:nbo_charge:R:1
C -1.388982 -1.607550 -1.264572 -0.43 0.68 0.19 -0.741
C -0.814006 -0.161870 -1.285135 0.24 0.02 -0.15 0.766
O -0.781383 0.454792 -0.184311 0.09 -0.25 -0.32 -0.819
O -0.368697 0.206310 -2.398028 -0.24 0.00 0.45 -0.782
H -2.086092 -1.727174 -2.096944 0.41 -0.21 -0.24 0.197
H -1.968214 -1.817329 -0.362190 0.34 0.01 0.16 0.191
H -0.509201 -2.244168 -1.336580 -0.23 -0.40 -0.16 0.203
C 1.452535 1.506460 1.559157 -0.09 -0.89 -0.28 -0.253
O 1.150019 0.161772 1.933552 0.22 -0.23 -0.53 -0.766
H 0.761530 -0.233913 1.130625 -0.40 0.30 0.44 0.501
H 2.458235 1.707412 1.942639 -0.31 0.54 0.19 0.145
H 0.640796 2.152698 1.883298 0.27 0.42 0.45 0.164
H 1.453463 1.602555 0.478487 0.14 0.00 -0.23 0.196
```
Positions in Å, forces in eV/Å.

Summary:
Relative energy (zero: lowest compared OMol25 entry of this formula, charge and spin) (kJ/mol): 88.8
LUMO (eV): 4.158
Total charge: -1